1.
{"formula": "C2N2S2", "method": "ωB97M-V with the def2-TZVPD basis set", "gap_ev": [6.319, 5.692], "lumo_energy_ev": [-0.87, -3.12], "s_squared": 2.0266, "relative_energy_kcal_mol": 68.9, "spin_multiplicity": 3, "symbols": ["C", "C", "N", "N", "S", "S"], "positions_angstrom": [[-0.765355, -0.177204, -0.000304], [0.558084, -0.321128, -0.026219], [-1.978777, -0.466035, 0.017503], [1.627435, 0.208240, 0.013029], [-1.740284, 1.340215, -0.001744], [3.097941, 0.580325, 0.002655]], "forces_ev_per_angstrom": [[6.35, 1.93, -0.04], [-2.57, -0.21, -0.01], [-5.26, 0.15, 0.02], [-0.03, -0.89, 0.04], [-0.52, -1.86, 0.00], [2.02, 0.88, -0.02]], "lowdin_spin": [0.280, 0.030, 0.542, 0.240, 0.504, 0.405]}

2.
{"formula": "C12H28IN2NiO2Se2", "method": "ωB97M-V with the def2-TZVPD basis set", "total_charge": -1, "gap_ev": [6.188, 6.337], "lumo_energy_ev": [2.71, 2.70], "s_squared": 2.0082, "relative_energy_kcal_mol": 0.0, "spin_multiplicity": 3, "symbols": ["Ni", "O", "C", "C", "C", "O", "C", "Se", "C", "Se", "H", "H", "H", "H", "H", "H", "H", "H", "H", "H", "C", "N", "C", "C", "C", "N", "C", "C", "H", "H", "H", "H", "H", "H", "H", "H", "H", "H", "H", "H", "H", "H", "H", "H", "I", "C", "H", "H"], "positions_angstrom": [[-0.397501, -0.238343, 0.059492], [4.698387, 3.162728, 0.388696], [3.434519, 3.569817, -0.110651], [2.317435, 2.500345, -0.036176], [2.062448, 2.121726, 1.426846], [3.188800, 1.479672, 2.039620], [2.782341, 1.292096, -0.854253], [1.955520, -0.460862, -0.493376], [1.074602, 3.157073, -0.633319], [-0.618801, 2.160324, -0.555830], [4.512690, 2.606148, 1.162598], [3.584284, 3.859709, -1.156601], [3.085710, 4.464926, 0.426889], [1.201340, 1.458877, 1.470260], [1.835613, 3.016658, 2.010534], [3.186316, 0.570684, 1.695153], [3.842345, 1.127688, -0.675248], [2.652026, 1.502172, -1.916524], [1.255607, 3.375890, -1.686196], [0.883839, 4.101931, -0.120325], [-2.587654, -0.311099, -2.026388], [-2.560680, -0.514614, -0.572986], [-3.476070, 0.429355, 0.070382], [-2.963383, -1.872758, -0.228084], [-1.964789, -2.910739, -0.719183], [-0.595558, -2.598488, -0.296680], [0.355031, -3.170082, -1.249076], [-0.326480, -3.141657, 1.034175], [-3.549129, -0.641835, -2.452192], [-1.775598, -0.856607, -2.506510], [-2.435428, 0.743229, -2.242260], [-4.504909, 0.290500, -0.297287], [-3.153539, 1.448611, -0.133958], [-3.463099, 0.282769, 1.150623], [-3.954664, -2.104724, -0.651274], [-3.044744, -1.933784, 0.859661], [-1.995046, -2.959716, -1.807914], [-2.274644, -3.900485, -0.352365], [0.223674, -4.260754, -1.343389], [1.372064, -2.963987, -0.924650], [0.217924, -2.712829, -2.228267], [-0.341138, -4.243479, 1.022130], [-1.076919, -2.792475, 1.741220], [0.652016, -2.802948, 1.372779], [-1.234496, 1.165545, 3.441651], [-0.698853, -0.453320, 2.087644], [0.165271, -0.909949, 2.573514], [-1.546659, -1.132952, 2.237087]], "forces_ev_per_angstrom": [[-0.05, 0.47, 0.04], [-0.04, -0.03, 0.07], [-0.17, 0.05, -0.02], [0.29, 0.04, 0.10], [-0.06, 0.01, -0.17], [0.12, 0.01, -0.04], [-0.15, -0.13, -0.02], [0.41, -0.10, 0.06], [-0.07, -0.18, 0.05], [-0.26, 0.08, -0.08], [-0.01, -0.05, -0.03], [0.01, -0.03, 0.02], [0.01, -0.04, 0.00], [-0.08, 0.06, 0.08], [0.06, -0.01, 0.05], [-0.06, 0.06, -0.01], [0.03, 0.03, -0.05], [-0.01, 0.04, 0.00], [0.10, 0.05, 0.01], [0.00, 0.00, 0.00], [-0.06, -0.05, 0.00], [-0.07, 0.07, -0.11], [-0.02, 0.09, 0.08], [0.22, -0.21, 0.10], [-0.09, 0.15, 0.06], [-0.06, -0.16, -0.04], [0.01, -0.11, -0.07], [-0.05, -0.27, 0.00], [0.01, 0.00, 0.02], [0.00, -0.02, 0.01], [0.04, 0.02, 0.04], [0.02, -0.02, -0.01], [-0.01, -0.01, 0.00], [0.07, 0.00, -0.02], [0.00, 0.01, 0.04], [-0.03, 0.06, -0.03], [0.07, 0.04, -0.02], [0.04, -0.03, -0.02], [-0.06, 0.02, 0.06], [-0.02, -0.02, -0.02], [0.04, 0.04, 0.02], [0.01, -0.01, -0.07], [0.16, -0.19, -0.10], [-0.03, 0.01, -0.02], [0.04, -0.05, -0.19], [-0.30, -0.08, -0.13], [-0.05, 0.11, 0.11], [0.08, 0.25, 0.27]], "lowdin_spin": [1.594, 0.000, 0.000, 0.003, -0.001, 0.001, 0.008, 0.086, 0.012, 0.095, 0.000, 0.000, 0.000, -0.001, 0.000, 0.001, 0.002, 0.001, 0.002, 0.002, 0.005, 0.033, 0.000, 0.002, 0.002, 0.034, 0.002, 0.001, 0.002, 0.001, 0.000, 0.001, 0.000, 0.000, 0.001, 0.000, 0.000, 0.001, 0.001, 0.001, 0.000, 0.000, 0.001, 0.000, 0.016, 0.077, 0.007, 0.008]}

3.
{"formula": "C27H54ClN9O3P2", "method": "ωB97M-V with the def2-TZVPD basis set", "gap_ev": 7.784, "lumo_energy_ev": -0.24, "relative_energy_kcal_mol": 0.0, "smiles": "[H]/N=C\\Cc1c(OCC)cc(CCCCl)c2nccnc12.CN(C)P(=O)(N(C)C)N(C)C.CN(C)P(=O)(N(C)C)N(C)C", "symbols": ["H", "N", "C", "C", "C", "C", "O", "C", "C", "C", "C", "C", "C", "C", "Cl", "C", "N", "C", "C", "N", "C", "H", "H", "H", "H", "H", "H", "H", "H", "H", "H", "H", "H", "H", "H", "H", "H", "H", "C", "N", "C", "P", "O", "N", "C", "C", "N", "C", "C", "H", "H", "H", "H", "H", "H", "H", "H", "H", "H", "H", "H", "H", "H", "H", "H", "H", "H", "C", "N", "C", "P", "O", "N", "C", "C", "N", "C", "C", "H", "H", "H", "H", "H", "H", "H", "H", "H", "H", "H", "H", "H", "H", "H", "H", "H", "H"], "positions_angstrom": [[-2.249172, 5.651451, -6.102171], [-1.617198, 6.376138, -5.749139], [-0.591950, 5.829092, -5.249673], [-0.362938, 4.320260, -5.228561], [-1.542237, 3.584643, -4.641521], [-1.890428, 3.818915, -3.332995], [-1.167537, 4.705526, -2.586615], [-0.354594, 4.047864, -1.595963], [0.853597, 3.320718, -2.169123], [-3.025481, 3.165146, -2.794013], [-3.774269, 2.298953, -3.541202], [-5.004572, 1.654399, -2.939349], [-4.715854, 0.337314, -2.204209], [-4.363134, 0.561692, -0.720571], [-3.287321, -0.760351, -0.160755], [-3.415086, 2.030474, -4.891811], [-4.186799, 1.160645, -5.605649], [-3.801071, 1.009991, -6.843552], [-2.669684, 1.650618, -7.396369], [-1.901269, 2.478879, -6.741935], [-2.289125, 2.674258, -5.446890], [0.167251, 6.507569, -4.859460], [0.554377, 4.136234, -4.671878], [-0.177417, 4.028141, -6.261360], [0.033544, 4.844432, -0.958299], [-0.972632, 3.420549, -0.944687], [1.491001, 4.082165, -2.622640], [1.416445, 2.915607, -1.326462], [0.613759, 2.503904, -2.844076], [-3.308019, 3.368439, -1.766927], [-5.764451, 1.526993, -3.707018], [-5.420180, 2.359833, -2.211728], [-5.648880, -0.234381, -2.194555], [-3.985577, -0.294454, -2.706439], [-5.270612, 0.468844, -0.129306], [-3.926967, 1.541121, -0.543611], [-4.377679, 0.346395, -7.480636], [-2.432422, 1.460655, -8.439038], [2.296145, -2.707267, 0.300991], [1.538522, -1.593780, -0.231448], [0.697598, -0.931097, 0.755054], [1.252684, -1.211175, -1.878132], [1.544121, 0.271206, -1.841837], [2.566968, -1.647479, -2.933751], [3.815629, -2.168154, -2.416078], [2.848132, -0.661573, -3.972001], [0.478563, -2.699645, -2.221680], [-0.789399, -2.968856, -1.546099], [0.885640, -3.738320, -3.153634], [2.012730, -3.673249, -0.137672], [2.141138, -2.805672, 1.376204], [3.369278, -2.559917, 0.170209], [-0.226946, -1.496534, 0.937101], [0.419975, 0.071617, 0.425630], [1.217862, -0.812967, 1.708408], [4.310518, -1.465260, -1.730575], [4.502720, -2.379778, -3.238859], [3.671059, -3.123639, -1.910251], [3.446321, 0.178974, -3.599885], [1.923759, -0.258087, -4.385688], [3.390812, -1.133886, -4.795782], [-0.633811, -3.570227, -0.642766], [-1.488661, -3.500566, -2.192272], [-1.279468, -2.041568, -1.257974], [1.597960, -4.421841, -2.682727], [1.324442, -3.338385, -4.061059], [0.025434, -4.331216, -3.476575], [2.103403, -2.334412, 8.369091], [2.620772, -2.266553, 7.020817], [4.062337, -2.458643, 6.927699], [1.824391, -1.654819, 5.628235], [2.161312, -2.754615, 4.651806], [0.101420, -1.896223, 5.635576], [-0.558566, -2.655322, 6.678127], [-0.443208, -2.277606, 4.338210], [1.614871, -0.085863, 6.281843], [2.822809, 0.693682, 6.551284], [0.376425, 0.621418, 6.564521], [1.671346, -1.386256, 8.716308], [2.894293, -2.583704, 9.076546], [1.355838, -3.122775, 8.472517], [4.613536, -1.547397, 7.199028], [4.351141, -2.736640, 5.913413], [4.397535, -3.265445, 7.582016], [-0.194283, -3.690996, 6.736712], [-1.635175, -2.684587, 6.495311], [-0.446146, -2.177609, 7.652687], [-0.305983, -3.345163, 4.127631], [0.035914, -1.714083, 3.538988], [-1.512976, -2.054525, 4.292079], [3.130549, 0.594196, 7.598412], [2.677190, 1.753174, 6.339322], [3.648929, 0.363217, 5.921343], [-0.004679, 0.353434, 7.554080], [-0.392726, 0.430452, 5.824427], [0.534586, 1.703335, 6.555300]], "forces_ev_per_angstrom": [[-0.11, 0.08, 0.03], [0.02, 0.00, -0.03], [-0.38, -0.05, -0.28], [0.35, 0.74, 0.10], [0.64, 0.19, -0.27], [-0.36, -0.52, -0.56], [0.02, -0.34, 0.10], [0.42, 0.24, 0.39], [-0.16, 0.47, 0.51], [0.24, 0.06, -0.02], [-0.35, -0.04, 0.32], [0.30, 0.31, 0.11], [-0.82, -0.06, 0.27], [-0.27, -0.39, -0.68], [0.04, 0.33, 0.25], [-0.22, -0.17, 0.45], [0.50, 0.41, -0.32], [-0.22, -0.36, -0.07], [0.18, 0.12, -0.45], [-0.67, -0.40, 0.32], [0.30, 0.60, 0.40], [0.14, -0.24, 0.11], [-0.08, -0.22, 0.08], [-0.11, -0.21, 0.05], [-0.23, 0.13, -0.08], [-0.06, -0.17, -0.26], [0.02, -0.22, -0.30], [-0.05, -0.22, -0.10], [0.04, 0.03, -0.04], [0.00, 0.12, -0.05], [0.09, -0.19, -0.03], [-0.05, -0.02, -0.05], [0.12, -0.14, -0.14], [0.18, 0.26, -0.04], [0.08, 0.15, 0.12], [0.39, -0.21, 0.12], [-0.03, -0.01, 0.07], [0.07, 0.01, 0.03], [-0.17, -0.54, -0.21], [-0.38, 0.71, 0.38], [-0.05, 0.34, -0.05], [5.73, -2.12, 1.12], [-3.48, 0.01, -0.72], [0.19, -0.07, -0.35], [-0.11, -0.33, 0.24], [-0.17, 0.20, 0.05], [-1.63, 1.38, -0.35], [0.08, 0.02, 0.37], [-0.10, 0.00, -0.68], [0.06, 0.02, -0.10], [-0.21, 0.13, -0.03], [-0.02, -0.07, -0.08], [0.01, 0.04, 0.15], [0.01, -0.06, -0.14], [0.10, -0.08, -0.05], [0.07, -0.06, 0.01], [-0.07, 0.14, -0.09], [-0.04, 0.08, 0.11], [-0.04, 0.05, -0.04], [0.02, 0.05, 0.05], [0.03, -0.13, 0.09], [-0.03, -0.03, -0.02], [0.07, 0.03, -0.09], [0.04, -0.01, 0.08], [0.07, 0.07, -0.01], [0.17, 0.05, 0.12], [-0.12, 0.09, 0.23], [-0.26, 0.51, 0.17], [0.75, -0.26, -0.34], [0.06, -0.16, -0.31], [-3.70, -3.16, 3.70], [1.79, 2.70, -1.45], [-0.36, 0.06, -0.04], [0.14, 0.18, 0.38], [0.20, -0.08, -0.22], [1.37, 0.45, -1.67], [0.20, -0.21, 0.21], [-0.38, 0.34, -0.45], [-0.10, -0.02, -0.04], [0.17, 0.09, -0.17], [-0.07, 0.09, 0.00], [0.06, -0.07, 0.08], [-0.11, 0.04, -0.03], [-0.08, -0.01, 0.03], [-0.06, -0.02, 0.07], [0.04, 0.00, -0.18], [0.12, -0.06, 0.00], [0.02, 0.02, -0.08], [0.01, -0.07, -0.01], [0.00, 0.05, 0.20], [0.00, 0.04, 0.00], [-0.11, -0.03, -0.05], [0.04, -0.06, 0.07], [-0.03, -0.08, -0.04], [-0.01, -0.20, 0.08], [0.26, -0.06, 0.04]], "mulliken_charge": [0.308, -0.724, -0.096, -1.199, 0.349, 0.308, -0.524, -0.441, -0.948, -0.744, 0.889, -1.861, -0.738, -0.311, -0.183, 0.578, -0.511, -0.440, -0.302, -0.527, 0.651, 0.418, 0.209, 0.407, 0.360, 0.334, 0.294, 0.461, 0.185, 0.592, 0.492, 0.519, 0.334, 0.473, 0.394, 0.143, 0.434, 0.461, -0.930, 0.054, -0.849, 0.892, -0.911, 0.275, -1.141, -1.099, 0.152, -0.816, -0.952, 0.237, 0.381, 0.249, 0.296, 0.197, 0.345, 0.296, 0.378, 0.318, 0.310, 0.357, 0.333, 0.275, 0.418, -0.062, 0.275, 0.275, 0.372, -1.031, 0.102, -1.078, 0.891, -0.894, 0.309, -1.189, -0.975, 0.101, -1.113, -0.918, 0.270, 0.437, 0.278, 0.329, 0.290, 0.440, 0.316, 0.365, 0.344, 0.315, 0.172, 0.361, 0.303, 0.391, 0.326, 0.251, 0.266, 0.375]}

4.
{"formula": "C18H18Cl5InN2O2PS2Se", "method": "ωB97M-V with the def2-TZVPD basis set", "gap_ev": [5.098, 8.413], "lumo_energy_ev": [0.18, -0.03], "s_squared": 0.7554, "relative_energy_kcal_mol": 2.0, "spin_multiplicity": 2, "symbols": ["In", "C", "C", "O", "P", "S", "S", "O", "C", "C", "H", "H", "H", "H", "H", "H", "H", "H", "H", "H", "C", "N", "C", "Se", "N", "C", "C", "C", "C", "C", "C", "H", "H", "H", "H", "H", "H", "H", "H", "Cl", "C", "C", "C", "Cl", "C", "Cl", "C", "Cl", "C", "Cl"], "positions_angstrom": [[10.766434, 11.741972, 10.358557], [11.722186, 5.975487, 6.902276], [12.694415, 7.103842, 7.178056], [12.162392, 7.886813, 8.279897], [11.360549, 9.279299, 8.207205], [9.793355, 9.284546, 9.475704], [12.556514, 10.822788, 8.711442], [10.839998, 9.279659, 6.717532], [10.091291, 10.386710, 6.076382], [10.014208, 9.976156, 4.627957], [12.023635, 5.398505, 6.004056], [10.695908, 6.339024, 6.746935], [11.632762, 5.284256, 7.762096], [12.797654, 7.749104, 6.322095], [13.636513, 6.700641, 7.500212], [10.653932, 11.297528, 6.247517], [9.113403, 10.488026, 6.475756], [10.994983, 9.937046, 4.154206], [9.386124, 10.733253, 4.130441], [9.532434, 9.039354, 4.508668], [13.974936, 11.243050, 14.295861], [13.367866, 10.144541, 13.539295], [12.111142, 10.182275, 12.980709], [10.838255, 11.551863, 13.091284], [11.892236, 8.966784, 12.421644], [13.081259, 8.198174, 12.399611], [13.331499, 6.997114, 11.803004], [14.589048, 6.505465, 11.965220], [15.534602, 7.116699, 12.812611], [15.251836, 8.367787, 13.465808], [13.981693, 8.925973, 13.171320], [13.178445, 11.970534, 14.497002], [14.728754, 11.776455, 13.650918], [14.509910, 10.851603, 15.198581], [11.087904, 8.765307, 11.825763], [12.583080, 6.545971, 11.195661], [14.935186, 5.592842, 11.395109], [16.416857, 6.556794, 13.101996], [16.049320, 8.827720, 14.025246], [7.457384, 12.170025, 10.665486], [8.293350, 13.454675, 9.859610], [9.653104, 13.575785, 9.910325], [10.360869, 14.653294, 9.386386], [12.035572, 14.979631, 9.640771], [9.619281, 15.595818, 8.659547], [10.455745, 16.840416, 7.802128], [8.227732, 15.449181, 8.479513], [7.355417, 16.407155, 7.396250], [7.590053, 14.409814, 9.115535], [5.891094, 14.133967, 8.913827]], "forces_ev_per_angstrom": [[0.07, -0.36, 0.32], [-0.50, -0.68, -0.13], [-1.38, 0.01, 0.27], [-0.22, 0.53, 0.19], [0.17, 0.07, 1.15], [0.09, -0.29, -0.20], [0.59, -0.59, -1.26], [-0.31, 0.47, -0.40], [1.56, -1.18, -0.33], [0.03, 1.65, -0.19], [-0.09, 0.27, 0.51], [0.40, 0.16, -0.16], [0.34, 0.29, -0.38], [0.26, 0.15, -0.35], [0.53, 0.13, 0.16], [0.11, 0.18, -0.07], [-0.81, -0.17, 0.80], [-0.04, 0.08, 0.05], [0.31, -0.24, -0.13], [-0.45, -0.95, 0.04], [0.94, 0.16, -0.64], [-0.50, -0.29, -0.64], [0.22, -0.78, 0.90], [0.49, -0.40, 0.70], [0.59, 0.16, -0.79], [-1.47, 1.74, 1.05], [-0.16, 0.33, -0.31], [2.04, -1.62, -0.29], [-1.12, 1.32, 1.03], [-0.50, -1.42, -1.68], [1.39, -0.08, 0.56], [0.29, -0.37, 0.34], [-0.62, -0.60, 0.56], [-0.77, 0.37, -0.68], [0.16, 0.30, 0.11], [-0.34, -0.39, -0.43], [-0.67, 0.99, 0.89], [0.19, 0.34, -0.38], [-0.23, 0.25, 0.31], [0.21, -0.16, -0.01], [0.16, 1.36, -0.84], [1.36, -0.45, 0.71], [-2.18, 0.71, -0.41], [0.17, -0.67, 0.15], [0.21, -0.06, -0.42], [-0.22, 0.22, 0.04], [1.12, -0.41, 0.29], [-0.23, 0.72, -0.41], [-1.08, -1.19, 0.54], [-0.08, 0.38, -0.13]], "lowdin_spin": [0.272, 0.001, 0.002, 0.009, 0.048, 0.083, 0.154, 0.007, 0.002, 0.000, 0.000, 0.000, 0.000, 0.001, 0.000, 0.001, 0.000, 0.000, 0.000, 0.000, 0.004, 0.010, 0.045, 0.152, 0.004, 0.001, 0.001, 0.002, 0.000, 0.002, 0.000, 0.004, 0.000, 0.000, 0.001, 0.000, 0.000, 0.000, 0.000, 0.009, 0.014, 0.128, 0.013, 0.015, 0.004, 0.004, -0.002, -0.001, 0.004, 0.005]}